*w*
Density functional theory data (ωB97M-V/def2-TZVPD) for a 2-piece molecular cluster, C7H14N2 overall.

## Properties
LUMO energy (spin up / spin down) = -3.856 / -7.937 eV
<S²> = 0.760
2S+1 = 2
charge = +1
gap between HOMO and LUMO (spin up / spin down) = 9.88 / 5.80 eV

Positions of all 23 atoms, in Å:
C  -2.0912  -1.9728  0.4387
C  -2.1868  -1.0498  -2.9295
C  -1.7281  -1.6845  -0.9432
C  -0.5603  -1.9161  -1.7268
N  -2.6934  -1.0844  -1.7302
N  -0.8715  -1.5870  -2.9518
H  -2.5479  -0.6758  -3.8744
H  -0.3878  -1.7537  -3.8325
H  0.3302  -2.3440  -1.2903
H  -2.7445  -1.2403  0.9125
H  -1.1983  -1.9804  1.0760
H  -2.6058  -2.9276  0.5833
C  1.4005  1.9010  1.9683
C  2.8963  1.6611  2.0932
C  0.9115  1.9279  0.5323
H  0.8208  1.1391  2.5030
H  1.1604  2.8521  2.4449
H  3.3916  2.3562  1.4152
H  1.3844  1.2013  -0.1355
H  3.1687  0.6307  1.8538
H  3.2348  1.8127  3.1166
H  -0.1633  1.8063  0.3591
H  1.0795  2.9281  0.1172


*x*
Density functional theory data (ωB97M-V/def2-TZVPD) for a 2-piece molecular cluster, C7H14N2 overall.

## Properties
LUMO energy (spin up / spin down) = -4.130 / -7.774 eV
<S²> = 0.760
2S+1 = 2
charge = +1
gap between HOMO and LUMO (spin up / spin down) = 10.27 / 6.62 eV

Positions of all 23 atoms, in Å:
C  0.1257  -0.1946  0.9846
C  0.2126  -0.5148  2.4881
C  -1.0580  -0.8205  0.3982
C  -2.4258  -0.6935  0.8252
C  -2.2458  -1.9594  -0.9454
N  -1.0201  -1.6129  -0.6950
N  -3.1457  -1.4733  0.0232
H  -0.0553  0.8942  0.9408
H  1.0418  -0.3544  0.4255
H  0.1769  -1.5879  2.6977
H  -2.8904  -0.1279  1.6199
H  -2.5977  -2.6566  -1.6913
H  -4.1008  -1.2249  -0.2189
H  -0.5562  -0.0266  3.0905
H  1.1628  -0.1850  2.8944
C  1.5272  1.3944  -1.9674
C  2.8053  1.7712  -1.2507
H  1.1881  0.3818  -1.7334
H  0.6938  2.0656  -1.7446
H  1.6509  1.4018  -3.0523
H  2.7389  1.5326  -0.1826
H  3.1250  2.8121  -1.2990
H  3.6468  1.1784  -1.6076


Top of the stability list: *x*, leading by 4.5 kcal/mol.


*w*
Density functional theory data (ωB97M-V/def2-TZVPD) for an isolated molecule of C2H2N4O2.

## Properties
LUMO energy = -1.545 eV
SMILES = Nc1nnc(=O)on1
2S+1 = 1
charge = 0
gap between HOMO and LUMO = 8.53 eV

Positions of all 10 atoms, in Å:
N  1.3787  -0.5597  1.3052
C  0.5957  -0.0757  0.3856
N  -0.5281  -0.8925  0.3565
N  -1.4964  -0.7153  -0.4475
C  -1.4523  0.6319  -1.2409
O  -2.2058  0.7644  -2.2360
O  -0.4817  1.4656  -0.8667
N  0.8053  0.9717  -0.2735
H  1.2110  -1.5540  1.5885
H  2.1736  -0.0365  1.4288


*x*
Density functional theory data (ωB97M-V/def2-TZVPD) for C2H2N4O2 as an isolated structure.

## Properties
LUMO energy = -1.129 eV
2S+1 = 1
charge = 0
gap between HOMO and LUMO = 9.34 eV

Positions of all 10 atoms, in Å:
C  -1.8532  -0.3192  -0.0181
C  0.3767  -0.5151  0.2059
H  -2.8458  -0.7725  -0.2362
H  0.1730  1.7251  -0.4026
N  -0.8115  -1.2082  0.0917
N  1.6579  -1.2103  0.1288
N  2.4596  -0.2652  -0.2104
N  0.5665  0.8163  0.5398
O  -1.7766  0.8506  -0.0637
O  2.0535  0.8984  -0.0352


Top of the stability list: *w*, leading by 51.8 kcal/mol.


*w*
Density functional theory data (ωB97M-V/def2-TZVPD) for an isolated ion of composition C4H6NO and charge +1.

## Properties
LUMO energy = -4.619 eV
SMILES = C=C[NH2+]C=C=O
2S+1 = 1
charge = +1
gap between HOMO and LUMO = 9.78 eV

Positions of all 12 atoms, in Å:
C  1.0137  1.4454  0.0463
C  0.6748  0.2958  0.5672
N  -0.1650  -0.5751  -0.2363
C  -1.4648  -0.5785  0.4198
C  -2.5414  -0.0383  -0.0864
O  -3.6007  0.1641  -0.4047
H  0.7290  1.6539  -0.9733
H  1.5711  2.0284  0.7343
H  1.1009  -0.0210  1.5724
H  0.0816  -1.5306  -0.4862
H  -0.2242  -0.0688  -1.0852
H  -1.5101  -1.0479  1.3623


*x*
Density functional theory data (ωB97M-V/def2-TZVPD) for an isolated ion of composition C4H6NO and charge +1.

## Properties
LUMO energy (spin up / spin down) = -6.545 / -6.544 eV
2S+1 = 1
charge = +1
gap between HOMO and LUMO (spin up / spin down) = 9.32 / 9.32 eV

Positions of all 12 atoms, in Å:
C  -0.2371  -0.5529  0.6021
C  0.9245  -0.5366  0.1799
C  -1.6802  -0.0305  -0.1321
C  2.1635  -0.4946  -0.4124
N  -1.7361  1.3200  -0.0451
O  -2.4588  -0.7773  -0.5161
H  -0.5034  -0.9254  1.5681
H  2.0783  -0.9235  -1.4427
H  2.8862  -1.0928  0.1414
H  2.4554  0.5707  -0.5374
H  -2.7059  1.6223  0.0532
H  -1.1865  1.8206  0.5412


Top of the stability list: *w*, leading by 1.3 kcal/mol.


*w*
Density functional theory data (ωB97M-V/def2-TZVPD) for an isolated ion of composition C7H13O and charge -1.

## Properties
LUMO energy = 3.454 eV
SMILES = C/C=C(\C)CCC[O-]
2S+1 = 1
charge = -1
gap between HOMO and LUMO = 5.50 eV

Positions of all 21 atoms, in Å:
C  1.7804  0.0652  2.6354
C  1.4429  0.4288  1.0986
C  0.7886  -0.4299  0.3088
C  0.4691  -1.8665  0.6050
C  0.0372  0.2718  -0.9044
C  -1.5776  0.2044  -1.0557
C  -1.9517  1.1766  -2.2528
O  -3.0027  0.8037  -2.8038
H  2.7667  -0.0286  2.6960
H  1.4195  0.8887  3.2336
H  1.1490  -0.8034  2.7648
H  1.8428  1.4445  0.8126
H  1.3635  -2.3809  1.1140
H  0.2880  -2.3700  -0.3573
H  -0.5198  -1.8771  1.2147
H  0.2182  1.3282  -0.9397
H  0.6175  -0.0289  -1.8097
H  -2.1658  0.4798  -0.2368
H  -1.8482  -0.7970  -1.4870
H  -1.1136  1.4301  -2.9422
H  -2.0039  2.0604  -1.6940


*x*
Density functional theory data (ωB97M-V/def2-TZVPD) for an isolated ion of composition C7H13O and charge -1.

## Properties
LUMO energy = 3.327 eV
SMILES = C/C=C(\C)CCC[O-]
2S+1 = 1
charge = -1
gap between HOMO and LUMO = 5.52 eV

Positions of all 21 atoms, in Å:
C  0.4181  2.2152  2.0773
C  0.2774  1.4169  0.8553
C  0.0256  0.0874  0.8318
C  -0.5044  -0.6896  1.9739
C  0.3897  -0.4608  -0.4901
C  -0.3950  -0.4725  -1.7827
C  -0.2458  -1.5927  -2.9768
O  -0.6796  -1.0646  -4.0850
H  0.1756  3.2786  2.0642
H  -0.2045  1.8057  2.8583
H  1.4985  2.0947  2.3968
H  0.4672  2.0622  -0.0685
H  0.3436  -1.0271  2.6680
H  -0.9570  -1.5658  1.5569
H  -1.1622  -0.2113  2.6691
H  1.4207  -0.0859  -0.8263
H  0.6004  -1.4899  -0.2843
H  -0.2156  0.5767  -2.2639
H  -1.3855  -0.5728  -1.5535
H  -0.7516  -2.4534  -2.4841
H  0.8844  -1.8511  -3.1364


*y*
Density functional theory data (ωB97M-V/def2-TZVPD) for an isolated ion of composition C7H13O and charge -1.

## Properties
LUMO energy = 3.575 eV
SMILES = C=C(CC)CCC[O-]
2S+1 = 1
charge = -1
gap between HOMO and LUMO = 5.74 eV

Positions of all 21 atoms, in Å:
C  -0.1393  -1.8900  0.1366
C  -0.4693  -0.7430  -0.4441
C  -1.9130  -0.3356  -0.5497
C  -2.3343  0.6148  0.6226
C  0.5304  0.2452  -1.0173
C  1.3862  1.0248  -0.0151
C  2.6025  0.2412  0.6440
O  2.9841  0.7184  1.8224
H  -0.9227  -2.5163  0.5647
H  0.8674  -2.2762  0.2010
H  -2.1696  0.1298  -1.4949
H  -2.5492  -1.2265  -0.4945
H  -1.4408  0.9756  1.1197
H  -2.8631  1.4925  0.2347
H  -3.0097  0.1046  1.3092
H  1.2032  -0.3374  -1.6651
H  -0.0244  0.9123  -1.6880
H  1.8224  1.8739  -0.5625
H  0.7896  1.4730  0.7809
H  2.2695  -0.8230  0.6645
H  3.3803  0.3420  -0.1693


Top of the stability list: *y*, leading by 28.9 kcal/mol.


*w*
Density functional theory data (ωB97M-V/def2-TZVPD) for a 3-piece molecular cluster, C7H10N3O overall.

## Properties
LUMO energy = -6.037 eV
2S+1 = 1
charge = +1
gap between HOMO and LUMO = 6.54 eV

Positions of all 21 atoms, in Å:
C  -1.8699  1.0571  -3.3519
C  -3.0519  1.0137  -2.6181
C  -0.6640  0.7462  -2.6688
C  -3.0651  0.6165  -1.3158
C  -0.8794  0.2619  -1.4532
C  -1.8569  -0.0037  -0.6165
C  2.3880  -0.5681  0.5404
N  1.4372  -0.6258  -0.1331
N  3.3666  -0.7075  1.3328
N  2.7256  -0.9453  3.9552
O  -1.8382  -0.3435  0.6894
H  -1.9189  1.5296  -4.3254
H  -4.0015  1.2680  -3.0607
H  0.3076  0.6848  -3.0947
H  -3.9724  0.7608  -0.7889
H  3.3656  -0.4378  4.6080
H  4.3073  -0.5655  0.9100
H  3.3309  -0.8068  2.3879
H  1.9234  -0.2697  3.6756
H  2.5994  -1.9128  4.2212
H  -2.6335  -0.7521  1.1064


*x*
Density functional theory data (ωB97M-V/def2-TZVPD) for a 2-piece molecular cluster, C7H10N3O overall.

## Properties
LUMO energy (spin up / spin down) = -4.390 / -4.474 eV
2S+1 = 1
charge = +1
gap between HOMO and LUMO (spin up / spin down) = 8.20 / 8.03 eV

Positions of all 21 atoms, in Å:
C  -3.0200  1.5527  -0.0038
C  -1.7681  1.0612  -0.1123
C  -3.2920  -0.5772  0.0435
C  -0.9364  -1.2103  -0.0808
C  2.1115  1.0566  0.4950
C  2.1332  0.6349  -0.9656
C  1.4696  -0.1989  0.0573
N  -3.9256  0.5175  0.0937
N  -1.8894  -0.3324  -0.0866
N  2.0338  -1.5192  0.4137
O  -0.6438  -2.3533  -0.0300
H  -3.3571  2.5692  0.0189
H  -0.8113  1.5293  -0.2085
H  -3.6943  -1.5681  0.0973
H  3.0366  1.0010  1.0547
H  1.5026  1.8993  0.7803
H  1.5323  1.1890  -1.6715
H  3.0736  0.3046  -1.3911
H  1.2960  -2.2385  0.2283
H  2.2790  -1.5574  1.4131
H  2.8698  -1.7601  -0.1454


Top of the stability list: *x*, leading by 6.2 kcal/mol.


*w*
Density functional theory data (ωB97M-V/def2-TZVPD) for a 2-piece molecular cluster, C3H6ClN overall.

## Properties
LUMO energy (spin up / spin down) = -0.150 / 0.434 eV
2S+1 = 1
charge = 0
gap between HOMO and LUMO (spin up / spin down) = 7.73 / 9.88 eV

Positions of all 11 atoms, in Å:
C  -1.9532  1.8315  -0.2139
C  1.0327  0.3171  0.5723
C  0.5670  -1.1300  0.6743
N  0.3890  1.3111  0.0780
Cl  -2.9880  0.5338  0.0438
H  -1.7582  2.4576  0.6204
H  -1.2939  1.6864  -1.0559
H  2.0771  0.4158  0.6258
H  0.3926  -1.2498  1.7527
H  1.3045  -1.7439  0.1448
H  -0.4750  -1.2132  0.2399


*x*
Density functional theory data (ωB97M-V/def2-TZVPD) for C3H6ClN as an isolated structure.

## Properties
LUMO energy = 1.029 eV
2S+1 = 1
charge = 0
gap between HOMO and LUMO = 9.85 eV

Positions of all 11 atoms, in Å:
C  -0.7841  -0.1199  0.4836
C  -0.0021  0.9947  -0.0507
C  0.3065  -0.9569  -0.1966
H  -0.8542  -0.3866  1.5432
H  0.2713  1.8814  0.5007
H  -0.3546  1.4310  -1.0020
H  2.0297  0.2057  0.1376
H  0.0239  -1.3491  -1.2311
H  0.6409  -1.8682  0.3848
N  1.1479  0.1658  -0.3524
Cl  -2.4252  0.0021  -0.2170


Top of the stability list: *x*, leading by 61.0 kcal/mol.